No. 1
Formula: C3H5NO2
Source: the Open Molecules 2025 dataset
Level of theory: the ωB97M-V functional and the def2-TZVPD basis

Values from the calculation:
net charge: 0
molecular weight: 87.078 g mol⁻¹
E_LUMO: 0.68 eV
orbital gap: 10.981 eV
E_HOMO: -0.379 hartree
relative energy (zero: lowest compared OMol25 entry of this formula, charge and spin): 0.119 eV

Geometry as XYZ:
```
11
C3H5NO2 the ωB97M-V functional and the def2-TZVPD basis
H 2.524 -0.434 0.041
C 1.657 0.214 -0.075
H 1.528 0.468 -1.133
C 0.400 -0.485 0.389
C -1.987 -0.172 -0.111
N -0.728 0.317 0.208
H -2.142 -1.222 0.181
H 1.808 1.149 0.474
H -0.584 1.270 -0.101
O 0.331 -1.621 0.797
O -2.807 0.515 -0.671
```

No. 2
Formula: C3H5NO2
Source: the Open Molecules 2025 dataset
Level of theory: the ωB97M-V functional and the def2-TZVPD basis

Values from the calculation:
net charge: 0
molecular weight: 87.078 g mol⁻¹
E_LUMO: 0.46 eV
orbital gap: 8.585 eV
E_HOMO: -0.299 hartree
relative energy (zero: lowest compared OMol25 entry of this formula, charge and spin): 3.394 eV

Geometry as XYZ:
```
11
C3H5NO2 the ωB97M-V functional and the def2-TZVPD basis
C 0.593 0.048 -0.336
H 2.478 -0.658 -0.178
O -1.130 1.706 0.861
C -0.947 0.430 1.029
H -1.075 1.990 -0.089
H 1.300 -1.600 0.660
O 0.839 1.088 -0.914
H -0.934 -1.507 0.078
H -1.658 -0.137 -0.936
C -0.980 -0.446 -0.132
N 1.512 -0.914 -0.043
```

No. 3
Formula: C3H5NO2
Source: the Open Molecules 2025 dataset
Level of theory: the ωB97M-V functional and the def2-TZVPD basis

Values from the calculation:
net charge: 0
molecular weight: 87.078 g mol⁻¹
E_LUMO: -0.51 eV
orbital gap: 8.852 eV
E_HOMO: -0.344 hartree
relative energy (zero: lowest compared OMol25 entry of this formula, charge and spin): 5.376 eV

Geometry as XYZ:
```
11
C3H5NO2 the ωB97M-V functional and the def2-TZVPD basis
O -1.418 -1.732 1.019
N -0.770 0.595 -1.525
C 0.452 0.309 0.991
H 0.120 -1.952 -0.302
H -0.411 0.811 1.451
O 1.164 0.906 0.124
C -0.577 -1.301 0.276
C 0.262 1.176 -1.411
H 0.973 1.850 -1.858
H 0.951 -0.453 1.599
H -0.745 -0.209 -0.366
```

No. 4
Formula: C3H5NO2
Source: the Open Molecules 2025 dataset
Level of theory: the ωB97M-V functional and the def2-TZVPD basis

Values from the calculation:
net charge: 0
molecular weight: 87.078 g mol⁻¹
E_LUMO: 0.32 eV
orbital gap: 10.144 eV
E_HOMO: -0.361 hartree
relative energy (zero: lowest compared OMol25 entry of this formula, charge and spin): 0.906 eV

Geometry as XYZ:
```
11
C3H5NO2 the ωB97M-V functional and the def2-TZVPD basis
C 0.428 1.696 1.123
O 0.503 2.613 0.341
H 0.489 1.843 2.216
N -0.429 -0.068 -0.345
O 1.164 -0.538 1.227
H -1.186 -2.021 -0.698
C 0.393 0.235 0.682
H 0.578 -1.821 -0.784
C -0.380 -1.352 -1.019
H -1.107 0.616 -0.643
H -0.454 -1.203 -2.100
```

No. 5
Formula: C3H5NO2
Source: the Open Molecules 2025 dataset
Level of theory: the ωB97M-V functional and the def2-TZVPD basis

Values from the calculation:
net charge: 0
molecular weight: 87.078 g mol⁻¹
E_LUMO: 0.76 eV
orbital gap: 9.531 eV
E_HOMO: -0.322 hartree
relative energy (zero: lowest compared OMol25 entry of this formula, charge and spin): 2.665 eV

Geometry as XYZ:
```
11
C3H5NO2 the ωB97M-V functional and the def2-TZVPD basis
H 0.535 2.526 -1.115
N -1.457 -1.730 0.450
O 0.170 -0.272 -0.054
H -1.820 -1.486 -0.457
H -1.994 -2.323 1.060
O 0.082 -1.186 2.058
H 2.094 1.973 -0.559
C 0.469 0.971 0.311
C -0.390 -1.080 0.965
H 1.206 0.987 -1.775
C 1.106 1.618 -0.883
```

No. 6
Formula: C3H5NO2
Source: the Open Molecules 2025 dataset
Level of theory: the ωB97M-V functional and the def2-TZVPD basis

Values from the calculation:
net charge: 0
molecular weight: 87.078 g mol⁻¹
E_LUMO: 0.72 eV
orbital gap: 10.721 eV
E_HOMO: -0.368 hartree
relative energy (zero: lowest compared OMol25 entry of this formula, charge and spin): 0.446 eV

Geometry as XYZ:
```
11
C3H5NO2 the ωB97M-V functional and the def2-TZVPD basis
N 1.048 1.481 -0.283
H 1.616 1.872 -1.021
C -1.404 -0.977 -0.005
O -2.489 -0.927 0.519
H -1.260 -1.410 -1.015
H 0.512 2.116 0.287
C 0.790 0.148 -0.383
O 1.272 -0.540 -1.266
H -0.366 0.115 1.533
C -0.127 -0.488 0.653
H 0.407 -1.390 0.979
```